1.
This record from the Open Molecules 2025 dataset describes a structure of composition C27H45BrGeN5PdS2Si3. The level of theory is the ωB97M-V functional and the def2-TZVPD basis.

Last column: Mulliken charge in e.
Positions of all 85 atoms, in Å:
Pd  0.162  1.114  0.724  -0.07
Br  -6.977  -0.478  1.661  -0.07
C  -5.144  -0.201  1.862  -0.36
C  -4.384  0.243  0.793  -1.72
C  -3.016  0.449  0.948  -0.14
C  -2.395  0.233  2.180  1.07
C  -3.172  -0.212  3.249  -0.94
C  -4.527  -0.429  3.093  -0.89
N  -0.986  0.473  2.298  0.85
C  -0.409  0.481  3.444  -0.18
C  1.028  0.647  3.628  0.36
C  1.555  0.552  4.905  -0.72
C  2.934  0.632  5.071  -0.62
C  3.719  0.794  3.947  -0.77
C  3.102  0.889  2.701  -0.53
N  1.787  0.832  2.525  0.63
H  -4.868  0.470  -0.144  0.75
H  -2.479  0.924  0.128  0.77
H  -2.745  -0.429  4.218  0.31
H  -5.114  -0.779  3.932  0.47
H  -0.991  0.338  4.348  0.36
H  0.902  0.413  5.756  0.53
H  3.377  0.563  6.056  0.50
H  4.797  0.850  4.016  0.47
H  3.717  1.017  1.819  0.43
S  -1.249  3.117  0.646  -0.25
C  -0.261  4.535  0.687  0.26
N  0.976  4.643  1.172  0.16
C  1.400  6.060  1.249  -0.49
C  0.247  6.796  0.532  -0.50
N  -0.704  5.702  0.269  -0.12
H  1.352  3.937  1.782  0.08
H  2.355  6.200  0.750  0.30
H  1.495  6.364  2.290  0.32
H  0.561  7.248  -0.407  0.32
H  -0.217  7.559  1.153  0.33
H  -1.612  5.833  -0.149  0.21
S  3.193  2.888  -2.126  -0.04
C  1.625  2.996  -2.791  -0.64
C  0.726  2.389  -1.981  -0.97
N  1.279  1.830  -0.848  0.99
C  2.580  2.031  -0.809  -0.35
H  1.443  3.505  -3.724  0.50
H  -0.339  2.336  -2.131  0.60
H  3.203  1.695  0.002  0.15
C  -1.216  -1.949  -3.714  -0.72
Si  -2.127  -0.654  -2.727  0.41
C  -2.113  0.988  -3.579  -1.10
C  -3.814  -1.235  -2.205  -1.02
Ge  -0.849  -0.757  -0.571  0.62
Si  3.284  -3.237  -2.868  0.50
C  3.081  -1.775  -3.941  -0.73
C  2.583  -4.826  -3.402  -0.96
C  4.381  -3.113  -1.418  -0.92
Si  -0.746  -2.945  0.711  0.43
C  0.824  -2.901  1.710  -0.77
C  -2.302  -3.067  1.705  -0.89
C  -0.719  -4.170  -0.692  -0.86
H  -1.809  -2.143  -4.613  0.45
H  -1.100  -2.900  -3.197  0.25
H  -0.241  -1.593  -4.053  -0.03
H  -2.710  0.871  -4.491  0.46
H  -1.115  1.291  -3.893  0.31
H  -2.577  1.788  -2.999  0.36
H  -4.208  -1.841  -3.027  0.50
H  -4.495  -0.395  -2.074  0.31
H  -3.841  -1.853  -1.308  0.29
H  2.043  -1.604  -4.231  0.19
H  3.612  -2.005  -4.876  0.41
H  3.518  -0.869  -3.524  0.33
H  1.544  -4.748  -3.730  0.35
H  2.697  -5.620  -2.667  0.40
H  3.150  -5.117  -4.300  0.41
H  4.072  -2.309  -0.744  0.27
H  5.378  -2.835  -1.787  0.40
H  4.468  -4.048  -0.866  0.38
H  1.058  -1.899  2.076  0.00
H  1.679  -3.263  1.135  0.31
H  0.720  -3.557  2.579  0.41
H  -2.192  -2.615  2.689  0.30
H  -2.500  -4.135  1.850  0.53
H  -3.177  -2.637  1.218  0.22
H  0.173  -4.107  -1.318  0.08
H  -1.604  -4.089  -1.325  0.35
H  -0.737  -5.174  -0.255  0.45

The calculation puts the electronic energy at -211486.2685 eV. As for the multiplicity: 2. For the energy above the lowest of the compared OMol25 structures with the same formula, charge and spin, the calculation gives 0.000 eV. Its charge is +4. The calculation puts the HOMO energy (alpha / beta) at -17.72 / -17.72 eV.


2.
This record from the Open Molecules 2025 dataset describes a structure of composition C49H49ClF9LiN6P at a distorted geometry. The level of theory is the ωB97M-V functional and the def2-TZVPD basis.

Last column: Mulliken charge in e.
Positions of all 116 atoms, in Å:
Li  2.226  -1.425  2.169  0.95
N  1.334  -0.230  3.706  -0.71
C  2.460  0.354  4.406  0.52
C  2.472  0.392  5.786  -0.73
C  3.670  0.678  6.499  -0.76
C  4.827  0.984  5.818  -0.68
C  4.846  1.053  4.406  0.30
C  6.069  1.203  3.685  -0.44
C  6.067  0.881  2.358  -0.58
C  4.932  0.313  1.792  -0.33
N  3.753  0.249  2.396  -0.51
C  3.676  0.587  3.730  0.90
H  1.028  0.267  2.883  0.37
H  0.594  -0.263  4.366  0.26
H  1.607  0.002  6.333  0.35
H  3.655  0.558  7.542  0.46
H  5.728  1.224  6.387  0.36
H  6.925  1.588  4.208  0.44
H  6.906  1.017  1.700  0.42
H  5.002  -0.079  0.790  0.45
C  -0.092  7.349  2.079  -0.62
C  -1.155  6.203  2.133  -0.53
N  -0.556  4.864  1.815  -0.20
C  0.410  4.567  2.945  -0.57
C  1.335  5.778  3.173  -0.57
N  1.282  6.741  2.010  -0.06
C  1.420  6.016  0.704  -0.55
C  0.265  4.999  0.536  -0.36
H  -0.101  7.967  2.966  0.41
H  -0.140  8.001  1.240  0.37
H  -1.942  6.407  1.396  0.37
H  -1.693  6.173  3.085  0.36
H  0.966  3.654  2.807  0.30
H  -0.173  4.353  3.876  0.38
H  2.402  5.485  3.346  0.35
H  1.033  6.412  4.018  0.33
H  2.020  7.476  2.037  0.35
H  2.393  5.347  0.732  0.27
H  1.514  6.747  -0.127  0.36
H  0.708  4.050  0.276  0.42
H  -0.420  5.272  -0.314  0.13
N  1.925  -3.253  1.719  -0.87
C  2.078  -4.387  1.615  0.51
N  2.123  -5.638  1.341  0.15
C  2.826  -6.099  0.143  -0.75
C  2.366  -7.505  -0.210  -0.71
C  2.943  -8.401  0.917  -0.77
C  2.619  -7.899  2.304  -0.45
C  1.691  -6.682  2.348  -0.74
H  3.906  -6.076  0.361  0.33
H  2.653  -5.411  -0.689  0.50
H  2.717  -7.736  -1.239  0.35
H  1.280  -7.569  -0.174  0.30
H  4.033  -8.452  0.769  0.32
H  2.866  -9.458  0.772  0.44
H  3.531  -7.665  2.880  0.28
H  2.164  -8.713  2.851  0.32
H  1.759  -6.157  3.315  0.44
H  0.648  -6.907  2.272  0.32
F  3.858  0.203  -7.929  -0.25
C  2.678  -0.457  -8.107  0.83
F  2.093  0.281  -9.145  -0.28
F  2.944  -1.736  -8.532  -0.24
C  1.857  -0.561  -6.910  0.13
C  0.478  -0.131  -6.870  -1.16
C  -0.172  -0.029  -5.663  0.70
C  0.360  -0.488  -4.433  0.17
C  1.736  -0.752  -4.466  -0.40
C  2.482  -0.720  -5.686  -0.82
P  -0.515  -0.618  -2.896  -0.28
C  -1.794  -1.854  -3.069  0.23
C  -1.846  -3.007  -2.259  -0.50
C  -2.929  -3.804  -2.317  -0.54
C  -3.856  -3.747  -3.367  0.29
C  -3.804  -2.684  -4.249  -1.17
C  -2.736  -1.772  -4.127  0.31
C  -5.027  -4.688  -3.320  0.82
F  -4.991  -5.594  -4.321  -0.24
F  -5.104  -5.385  -2.126  -0.27
F  -6.217  -3.989  -3.482  -0.26
C  -1.524  0.867  -2.866  0.68
C  -2.896  0.967  -2.464  -0.22
C  -3.662  2.126  -2.574  -0.83
C  -3.012  3.325  -2.902  0.18
C  -1.706  3.192  -3.461  -0.92
C  -0.981  2.025  -3.478  -0.83
C  -3.762  4.599  -2.857  0.81
F  -4.939  4.426  -2.119  -0.26
F  -4.026  5.118  -4.111  -0.25
F  -3.102  5.651  -2.180  -0.26
H  -0.097  0.090  -7.707  0.51
H  -1.172  0.467  -5.680  0.28
H  2.294  -0.990  -3.538  0.31
H  3.552  -0.955  -5.646  0.35
H  -1.028  -3.247  -1.543  0.36
H  -2.943  -4.585  -1.568  0.41
H  -4.527  -2.545  -5.056  0.41
H  -2.675  -0.865  -4.733  0.28
H  -3.359  0.089  -1.936  0.45
H  -4.742  2.079  -2.247  0.39
H  -1.109  4.022  -3.814  0.43
H  0.005  2.034  -3.901  0.61
Cl  -8.075  -1.005  2.358  -0.28
C  -6.426  -0.338  2.547  0.06
C  -5.303  -1.219  2.674  -0.23
C  -4.024  -0.713  2.903  -0.89
C  -3.781  0.671  2.691  0.92
C  -2.507  1.150  2.566  -0.76
C  -4.916  1.523  2.678  -0.58
C  -6.192  1.060  2.625  -0.27
H  -5.468  -2.316  2.578  0.33
H  -3.189  -1.358  3.085  0.36
H  -2.152  2.175  2.313  -0.16
H  -1.752  0.426  2.492  0.00
H  -4.671  2.612  2.563  0.19
H  -7.009  1.765  2.600  0.39

The calculation puts the electronic energy at -107012.8928 eV. For the energy above the lowest of the compared OMol25 structures with the same formula, charge and spin, the calculation gives 1.905 eV. Its charge is +1. The calculation puts the HOMO energy (alpha / beta) at -5.36 / -5.36 eV.


3.
This record from the Open Molecules 2025 dataset describes the molecule C7H12N2O at a distorted geometry. The level of theory is the ωB97M-V functional and the def2-TZVPD basis.

Last column: natural (NBO) charge in e.
Positions of all 22 atoms, in Å:
C  -1.613  -0.160  0.425  0.55
C  1.991  0.416  0.972  -0.43
C  1.574  -0.929  1.228  -0.43
C  1.476  -0.270  -0.201  -0.22
C  0.151  0.091  -0.852  0.19
C  -2.675  0.073  1.386  -0.67
C  0.483  1.095  -1.921  -0.62
N  -0.664  0.623  0.178  -0.52
N  -0.606  -1.083  -1.296  -0.33
O  -1.685  -1.227  -0.349  -0.36
H  1.368  1.244  1.249  0.24
H  3.104  0.554  0.820  0.21
H  2.239  -1.805  1.426  0.22
H  0.596  -1.145  1.540  0.21
H  2.236  -0.606  -0.855  0.20
H  -2.604  -0.680  2.161  0.24
H  -3.649  0.004  0.915  0.24
H  -2.543  1.088  1.808  0.25
H  0.005  2.028  -1.748  0.24
H  0.358  0.528  -2.854  0.21
H  1.607  1.210  -1.893  0.22
H  -1.150  -1.049  -2.138  0.36

The calculation puts the electronic energy at -12478.0600 eV. For the energy above the lowest of the compared OMol25 structures with the same formula, charge and spin, the calculation gives 3.500 eV. The calculation puts the HOMO energy at -8.87 eV. The SMILES is CC1=N[C@@](C)(C2CC2)NO1.


4.
This record from the Open Molecules 2025 dataset describes the ion C9H9FNO5P2S with charge +1 at a distorted geometry. The level of theory is the ωB97M-V functional and the def2-TZVPD basis.

Last column: natural (NBO) charge in e.
Positions of all 28 atoms, in Å:
O  4.117  0.629  -0.241  -1.01
P  2.841  1.443  -0.030  1.99
O  1.828  1.479  -1.414  -0.97
O  3.081  3.054  0.463  -0.94
P  1.721  0.428  1.583  0.22
C  0.349  -0.505  0.618  -0.21
C  0.534  -1.971  0.180  -0.07
S  2.108  -2.902  0.532  2.20
O  3.072  -2.467  -0.553  -0.79
O  2.673  -2.614  1.885  -0.77
F  1.812  -4.549  0.282  -0.46
N  -0.528  -2.646  -0.548  -0.48
C  -1.786  -2.024  -0.882  0.14
C  -2.080  -0.547  -0.507  -0.08
C  -3.421  0.145  -0.900  -0.16
C  -3.601  1.626  -0.522  -0.18
C  -2.505  2.466  0.242  -0.11
C  -1.161  1.777  0.671  -0.20
C  -0.973  0.272  0.271  0.01
H  2.399  1.097  -2.124  0.52
H  3.213  3.018  1.439  0.50
H  1.104  1.417  2.454  0.04
H  -0.356  -3.624  -0.841  0.47
H  -2.574  -2.654  -1.438  0.27
H  -4.196  -0.492  -1.467  0.26
H  -4.569  2.165  -0.831  0.26
H  -2.721  3.574  0.467  0.27
H  -0.381  2.404  1.212  0.27

The calculation puts the electronic energy at -53323.7226 eV. Its charge is +1. The calculation puts the HOMO energy at -12.83 eV. The SMILES is O=P(O)(O)Pc1c(S(=O)(=O)F)[nH+]cc2ccccc12.